24
Properties=species:S:1:pos:R:3:nbo_charge:R:1 method="wB97M-V/def2-TZVPD" charge=0 energy_ev=-13524.9344 lumo_ha=0.0237 gap_ev=10.2
C 2.137 -1.125 2.151 -0.711
C -1.381 0.170 1.619 -0.422
C 0.890 -0.310 2.353 0.671
O 0.854 0.574 3.190 -0.620
N -0.217 -0.713 1.647 -0.625
H 2.294 -1.442 1.114 0.213
H 0.008 -1.086 0.732 0.402
H -2.246 -0.341 2.033 0.199
H 3.039 -0.566 2.379 0.237
H 2.026 -2.051 2.715 0.241
H -1.176 1.081 2.177 0.230
H -1.628 0.486 0.613 0.181
C 1.493 0.691 -1.914 -0.423
C -2.264 0.261 -1.967 -0.716
C -0.821 -0.124 -1.740 0.669
O -0.466 -1.291 -1.698 -0.636
N 0.063 0.901 -1.801 -0.616
H -0.204 1.868 -1.733 0.397
H 1.908 1.318 -2.701 0.200
H -2.619 0.971 -1.212 0.221
H 1.993 0.965 -1.006 0.194
H 1.714 -0.350 -2.096 0.236
H -2.449 0.693 -2.931 0.235
H -2.948 -0.582 -1.925 0.243